# 1
The following is a DFT calculation (ωB97M-V/def2-TZVPD) of a 2-piece molecular cluster, C4H4O2 overall.

```
10
Properties=species:S:1:pos:R:3
O -2.5197 1.0899 -0.3372
C -2.3380 -0.1017 -0.3518
O -0.1850 -0.4650 1.3261
C 0.5196 0.3403 0.7578
C 1.8990 0.0559 0.4021
C 3.0234 -0.1991 0.0514
H -2.8609 -0.7959 0.3309
H -1.6323 -0.5778 -1.0620
H 0.1341 1.3266 0.4442
H 4.0181 -0.4398 -0.2568
```

HOMO level in eV: -10.082
E_LUMO in eV: -0.28
SMILES string: C#CC=O.C=O
M in g/mol: 84.074

***

# 2
The following is a DFT calculation (ωB97M-V/def2-TZVPD) of C4H14N4 as an isolated structure.

```
22
Properties=species:S:1:pos:R:3
C 0.4794 0.8819 0.9073
C 0.8069 2.0011 -0.0805
C -2.6735 -0.8849 0.3768
C 3.3469 -1.2259 0.1474
N -0.9389 0.5403 0.7771
N 1.2635 -0.3177 0.6975
N -1.3391 -0.5912 0.4880
N 2.4686 -0.3029 0.1120
H 0.6030 1.2591 1.9394
H 0.1185 2.8320 0.0624
H 0.7096 1.6616 -1.1106
H 1.7987 2.4113 0.0938
H -2.8230 -1.2855 -0.6472
H -2.8835 -1.7797 0.9810
H -3.3732 -0.0703 0.5906
H -1.8257 -0.7963 -3.0708
H 3.1979 -2.1294 0.7245
H 4.2656 -1.1183 -0.4130
H -1.5891 1.3305 0.9565
H 1.0917 -1.0921 1.3314
H -1.7656 -1.0270 -2.3199
H 2.6353 0.5426 -0.4508
```

HOMO level in eV: -18.728
E_LUMO in eV: -9.19
Net charge: +2
M in g/mol: 118.184

***

# 3
The following is a DFT calculation (ωB97M-V/def2-TZVPD) of C52H47CdN4O3S4 as an isolated structure.

```
111
Properties=species:S:1:pos:R:3
Cd -1.8486 -0.8117 -0.8747
C 7.7406 -0.3424 -1.0927
C 6.2547 -0.1746 -1.0693
C 5.4964 -0.6584 -0.0089
C 4.1252 -0.4752 0.0262
C 3.5157 0.2186 -1.0002
C 4.2455 0.6718 -2.0884
C 5.6097 0.4681 -2.1228
S 1.7413 0.5575 -1.0656
O 1.0376 -0.4939 -0.2953
C 1.7728 2.0757 -0.0403
C 1.6537 3.2507 -0.8027
C 1.4624 4.4583 -0.1977
C 1.3976 4.5584 1.2085
C 1.1109 5.7750 1.8606
C 1.0344 5.8344 3.2237
C 1.2523 4.6834 3.9958
C 1.5321 3.4897 3.3934
C 1.5964 3.3898 1.9862
C 1.7828 2.1378 1.3316
C 1.8048 0.9470 2.2016
C 2.9325 0.5904 2.9780
C 4.1579 1.2843 2.8825
C 5.2197 0.9201 3.6607
C 5.1069 -0.1517 4.5613
C 3.9363 -0.8517 4.6640
C 2.8151 -0.5039 3.8780
C 1.5923 -1.2108 3.9510
C 0.5208 -0.8539 3.1769
C 0.6304 0.2496 2.3259
S -0.6811 0.7686 1.2014
O -1.7101 -0.3114 1.2794
C -1.3498 2.1402 2.1853
C -1.6254 2.0754 3.5383
C -2.1178 3.1968 4.1878
C -2.3466 4.3842 3.5009
C -2.8340 5.6175 4.1936
C -2.0940 4.4226 2.1315
C -1.5949 3.3117 1.4817
H 8.1313 -0.5118 -0.0919
H 8.2159 0.5402 -1.5164
H 8.0164 -1.1942 -1.7142
H 5.9831 -1.1816 0.8009
H 3.5317 -0.8693 0.8358
H 3.7429 1.1740 -2.9010
H 6.1869 0.8068 -2.9694
H 1.6984 3.1705 -1.8781
H 1.3363 5.3514 -0.7891
H 0.9502 6.6591 1.2605
H 0.8117 6.7673 3.7177
H 1.1922 4.7420 5.0726
H 1.6952 2.6098 3.9987
H 4.2377 2.1039 2.1836
H 6.1529 1.4571 3.5896
H 5.9571 -0.4210 5.1706
H 3.8531 -1.6803 5.3533
H 1.5124 -2.0436 4.6349
H -0.4135 -1.3962 3.1976
H -1.4565 1.1563 4.0802
H -2.3229 3.1450 5.2477
H -2.9003 5.4728 5.2673
H -3.8198 5.9015 3.8282
H -2.1577 6.4446 3.9834
H -2.2834 5.3342 1.5803
H -1.3839 3.3463 0.4215
S -0.7015 0.6576 -2.9094
C -1.9823 1.6435 -2.5460
N -2.4880 2.4749 -3.5131
C -3.6023 3.2021 -3.3108
C -4.2253 3.1400 -2.0959
C -3.6151 2.3454 -1.0999
N -2.5362 1.6442 -1.3163
H -2.0136 2.4623 -4.4085
H -3.9384 3.8206 -4.1317
H -5.1158 3.7084 -1.8933
H -4.0202 2.3154 -0.0965
S -0.8934 -7.3319 -0.8432
C -0.8277 -5.5818 -0.7679
C -0.5188 -4.8109 -1.8903
C -0.5849 -3.4380 -1.7924
N -0.9422 -2.8049 -0.6765
C -1.1576 -3.5343 0.4167
C -1.0964 -4.9140 0.4283
C -1.3068 -7.4638 -2.5921
C -0.3554 -7.8498 -3.5214
C -0.7196 -7.8062 -4.8611
N -1.9129 -7.4292 -5.2778
C -2.8255 -7.1126 -4.3782
C -2.5796 -7.1075 -3.0120
H -0.2493 -5.2717 -2.8301
H -0.3435 -2.8194 -2.6511
H -1.4171 -2.9772 1.3072
H -1.2968 -5.4762 1.3267
H 0.6278 -8.1669 -3.2151
H -0.0161 -8.0772 -5.6336
H -3.8003 -6.8458 -4.7635
H -3.3548 -6.8439 -2.3080
C -4.1044 -3.0635 -2.3207
C -4.2150 -1.5621 -2.6588
C -3.4729 -1.2950 -3.9849
C -5.7052 -1.2241 -2.8758
O -3.7337 -0.7604 -1.6281
H -4.7342 -3.6612 -2.9762
H -4.4242 -3.2057 -1.2904
H -3.0705 -3.3930 -2.4236
H -3.8394 -1.9694 -4.7537
H -2.3995 -1.4527 -3.8537
H -3.6427 -0.2689 -4.3117
H -6.1027 -1.7914 -3.7133
H -5.8281 -0.1635 -3.0820
H -6.2658 -1.4652 -1.9787
```

HOMO level in eV: -10.304
E_LUMO in eV: -2.72
Net charge: +1
M in g/mol: 1016.653

***

| no. | calculated total energy (Eh) | F_max (eV/A) | gap between HOMO and LUMO (eV) |
| --- | --- | --- | --- |
| 1 | -305.1742 | 0.61 | 9.81 |
| 2 | -379.0432 | 2.51 | 9.54 |
| 3 | -4214.7911 | 2.57 | 7.58 |